<one>
This record from the Open Molecules 2025 dataset describes the ion C3H5N2O with charge +1. The level of theory is ωB97M-V/def2-TZVPD.

Geometry (Å):
C -2.30231 -0.29397 -0.14629
N -1.32994 0.28698 0.42269
C -0.21437 0.85188 0.14400
O 0.19177 1.90721 -0.09470
N 0.96396 -0.42675 0.29517
C 2.14546 -0.02232 -0.00038
H -3.26806 -0.39089 0.57926
H -2.32444 -0.71023 -1.11082
H 0.88204 -1.52100 0.41073
H 2.93356 -0.72261 -0.24267
H 2.32233 1.04169 -0.25700

Properties
total charge = +1
molecular weight = 85.09 Da
HOMO level = -15.632 eV
2S+1 = 1

***

<two>
This record from the Open Molecules 2025 dataset describes a structure of composition C3H5N2O. The level of theory is ωB97M-V/def2-TZVPD.

Geometry (Å):
C 0.36703 0.69122 -0.11273
C 0.68530 -0.36738 0.91352
C -0.49739 -1.05784 0.25182
N 0.85917 2.41112 -0.62915
N -0.56830 0.00419 -0.68853
O 0.11163 2.86464 -1.35820
H 1.59208 -0.91831 0.80669
H 0.43316 -0.33146 1.95081
H -0.37194 -1.95605 -0.37006
H -1.40801 -1.37717 0.66147
H -1.20274 0.03705 -1.42562

Properties
total charge = +1
molecular weight = 85.09 Da
HOMO level = -14.803 eV
2S+1 = 1

***

<three>
This record from the Open Molecules 2025 dataset describes the ion C3H5N2O with charge +1. The level of theory is ωB97M-V/def2-TZVPD.

Geometry (Å):
O -1.95248 0.64858 1.28249
N -1.09033 0.34341 0.54742
C -1.07250 0.56750 -0.83313
N 0.01754 0.28378 -1.38595
C 1.00452 -0.26681 -0.51146
C 0.45184 -0.33435 0.84988
H -1.95289 1.03909 -1.21623
H 1.98060 0.25795 -0.45380
H 1.34092 -1.28459 -1.08897
H 0.28884 -1.42761 1.04091
H 0.98394 0.17305 1.76884

Properties
total charge = +1
molecular weight = 85.09 Da
HOMO level (alpha / beta) = -16.436 / -16.436 eV
2S+1 = 1

***

Most favorable first, least favorable last: <one>, <three>, <two>

***

<one>
This record from the Open Molecules 2025 dataset describes an isolated molecule of C7H10. The level of theory is ωB97M-V/def2-TZVPD.

Geometry (Å):
C 2.07209 -0.35501 0.16853
C 0.59160 -0.68752 0.11704
C -0.52891 -0.15788 0.95498
C -1.47233 -0.31939 -0.14937
C -0.36061 -0.74113 -1.11132
C -1.39033 1.17768 0.14586
C -0.27529 1.90182 -0.27083
H 2.33386 0.54208 -0.39428
H 2.38463 -0.20571 1.21010
H 2.64559 -1.20457 -0.22409
H -0.55837 -0.29566 2.03547
H 0.42261 -1.68946 0.56935
H -2.45435 -0.77041 -0.07233
H -0.19849 -0.01027 -1.90581
H -0.45989 -1.75008 -1.50989
H -2.33892 1.58371 0.53298
H -0.41290 2.98179 -0.09642

Properties
total charge = 0
molecular weight = 94.16 Da
HOMO level = -7.624 eV
2S+1 = 1

***

<two>
This record from the Open Molecules 2025 dataset describes an isolated molecule of C7H10. The level of theory is ωB97M-V/def2-TZVPD.

Geometry (Å):
C 0.22371 2.08673 0.46298
C 0.88001 1.03655 1.31530
C 0.37898 0.69242 -0.05559
C 0.76662 -1.46242 -1.81577
C -0.56484 -1.37744 -1.29124
C -0.84943 -1.61511 0.20475
C -0.80092 -0.22549 -0.27246
H 0.85659 2.84431 0.00971
H -0.76726 2.43139 0.74063
H 1.95341 1.07964 1.47288
H 0.31689 0.65575 2.16338
H 1.13242 0.61351 -0.82909
H 1.46204 -1.41784 -0.94691
H -1.38567 -1.54689 -1.98475
H -0.02056 -1.99261 0.79494
H -1.81360 -2.06405 0.42535
H -1.76840 0.26155 -0.39412

Properties
total charge = 0
molecular weight = 94.16 Da
HOMO level = -8.284 eV
2S+1 = 1

***

<three>
This record from the Open Molecules 2025 dataset describes a structure of composition C7H10. The level of theory is ωB97M-V/def2-TZVPD.

Geometry (Å):
C -1.40042 1.48141 0.05627
C -0.99707 0.06350 0.40581
C -1.01768 -1.05888 -0.60763
C 0.29266 -0.50544 -0.08097
C 1.47880 0.19557 -0.72745
C 2.42919 0.09673 0.45639
C 1.73314 -0.87872 1.12626
H -2.47727 1.62522 0.20505
H -0.86811 2.20694 0.68399
H -1.17260 1.70963 -0.99149
H -1.28036 -0.24308 1.41430
H -1.36927 -2.04079 -0.29525
H -1.25383 -0.81823 -1.64957
H 1.14714 -1.63315 0.44445
H 1.23780 1.23436 -0.98890
H 1.87229 -0.28123 -1.63419
H 1.64558 -1.15384 2.18291

Properties
total charge = 0
molecular weight = 94.16 Da
HOMO level = -7.755 eV
2S+1 = 1

***

<four>
This record from the Open Molecules 2025 dataset describes an isolated molecule of C7H10. The level of theory is ωB97M-V/def2-TZVPD.

Geometry (Å):
C -2.74153 -1.22235 0.64721
C -1.45519 -1.08538 0.55518
C -0.17532 -1.32299 0.43387
C 0.47256 -0.92319 -0.83389
C 0.90008 0.31369 -0.46410
C 1.88258 0.50383 0.65051
C 0.35482 1.55915 -1.06839
H -3.39669 -0.41848 0.94386
H -3.22136 -2.16706 0.42509
H 0.41663 -1.55516 1.30526
H -0.09913 -1.05147 -1.74498
H 1.44636 0.99429 1.52125
H 2.33314 -0.43564 0.95719
H 2.67475 1.15520 0.27561
H 1.06235 2.08671 -1.70995
H -0.54201 1.33933 -1.64184
H 0.08791 2.22955 -0.25183

Properties
total charge = 0
molecular weight = 94.16 Da
HOMO level = -7.715 eV
2S+1 = 1

***

Most favorable first, least favorable last: <four>, <two>, <one>, <three>